No. 1
The following is a quantum chemistry calculation of a cluster of 2 separate species, C6H13Cl2O4PS in total at a distorted geometry, from the Open Molecules 2025 dataset.

Results
multiplicity	1
calculated total energy	-59790.458	eV
F_max	1.445	eV Å⁻¹
HOMO energy	-8.88	eV

Geometry as XYZ:
```
27
Properties=species:S:1:pos:R:3:forces:R:3
C 0.4616 -3.6327 1.7824 -0.116 -0.151 -0.125
C 0.8986 -2.2093 1.7185 0.032 0.049 0.052
Cl 1.8075 -1.6374 3.0730 0.070 0.061 0.155
C 0.6251 -1.3431 0.7481 -0.041 -0.069 0.024
Cl -0.3131 -1.8233 -0.6205 -0.157 -0.022 -0.176
O 1.0115 -0.0423 0.7383 0.336 -0.073 -0.025
S 2.6046 0.1239 0.1370 0.146 0.350 0.042
O 2.4788 0.1245 -1.2994 -0.094 -0.083 0.113
O 2.7776 1.6399 0.6384 -0.648 -0.718 -0.525
P 1.9290 3.0022 0.0298 0.550 1.065 0.806
C 2.2501 3.0731 -1.7601 -0.109 -0.366 -0.351
C 0.1582 2.6292 0.1497 -0.079 -0.049 -0.192
H 1.1421 -4.2079 2.4039 0.025 0.007 0.023
H 0.4311 -4.0803 0.7904 0.023 0.046 -0.016
H -0.5412 -3.7125 2.2070 0.012 0.033 0.068
H 1.4366 2.6924 -2.3782 -0.029 -0.036 0.061
H 3.1378 2.5006 -2.0197 0.101 0.079 0.072
H 2.4282 4.1200 -1.9958 0.008 0.062 -0.058
H -0.2553 1.9673 -0.6082 0.052 -0.159 0.051
H -0.0558 2.2671 1.1513 -0.088 -0.055 0.021
H -0.3098 3.6119 0.0489 -0.036 0.020 -0.028
C -4.0414 -0.5130 -0.9770 0.071 -0.139 0.075
O -4.4594 -1.6236 -0.1931 -0.009 0.070 -0.053
H -4.8305 0.2332 -0.9306 -0.029 -0.007 0.019
H -3.1188 -0.0771 -0.5840 -0.003 0.055 -0.046
H -3.8875 -0.7956 -2.0220 0.004 0.047 -0.016
H -3.7654 -2.2872 -0.2278 0.008 -0.017 0.028
```
Forces are in eV/Å.



No. 2
The following is a quantum chemistry calculation of a structure of composition C15H30Cl20NO5P at a distorted geometry, from the Open Molecules 2025 dataset.

Results
multiplicity	1
calculated total energy	-287502.935	eV
F_max	5.933	eV Å⁻¹
HOMO energy	-8.90	eV

Geometry as XYZ:
```
72
Properties=species:S:1:pos:R:3:forces:R:3
C 0.6741 2.1104 3.9268 0.230 -0.127 0.476
N 1.4271 3.3079 4.2931 -0.710 0.348 -0.970
C 2.6376 3.5111 3.4734 0.586 -0.717 0.477
C 0.6088 4.4842 4.3847 -0.184 -0.017 0.900
O 0.7194 5.1765 5.3602 0.195 0.407 -0.342
C -0.4128 4.9547 3.3045 0.752 0.520 -0.260
O -1.4812 4.0289 3.0135 -0.201 -0.202 -0.143
C -2.3889 3.9604 4.0030 -1.251 0.301 1.854
O -2.3356 4.5516 5.0413 0.334 0.219 -0.416
O -3.4697 3.1510 3.7596 4.159 -1.591 -0.366
P -3.0177 1.8512 2.6889 -0.996 -1.218 1.828
O -4.1186 0.8746 2.6502 -0.302 0.171 0.663
H 0.1926 2.1590 2.9391 0.104 -0.109 0.117
H -0.0596 1.9319 4.7256 -0.089 0.028 -0.366
H 1.3539 1.2505 3.9601 -0.083 0.191 -0.171
H 3.4913 3.1062 4.0371 -0.116 0.187 -0.107
H 2.6094 2.9312 2.5402 -0.197 0.648 0.283
H 2.8476 4.5627 3.2771 -0.134 -0.097 0.034
H -0.8388 5.9010 3.6507 -0.006 -0.361 0.261
H 0.1247 5.2015 2.3549 -1.204 -0.926 1.217
H -1.8921 1.2032 3.2280 0.198 1.074 0.372
H -2.7893 2.2766 1.3795 1.271 0.354 0.622
C 4.0952 0.9402 0.6524 0.140 -0.028 -0.043
Cl 5.1241 2.3144 1.0603 -0.172 0.119 -0.240
Cl 2.3717 1.3277 0.8030 -0.008 -0.297 -0.331
H 4.2941 0.6476 -0.3722 -0.060 0.087 -0.013
H 4.3277 0.1211 1.3246 -0.054 0.069 0.070
C 6.9639 0.5001 4.0919 -0.003 -0.011 0.083
Cl 6.1998 2.0800 4.2967 0.063 -0.050 0.220
Cl 7.3483 0.1790 2.3955 0.138 -0.220 0.082
H 7.8818 0.4779 4.6679 0.027 0.077 -0.081
H 6.2837 -0.2656 4.4473 -0.051 0.041 -0.076
C -1.5999 -1.3084 0.0484 0.123 -0.137 -0.149
Cl 0.0236 -1.0427 -0.5817 0.312 0.104 0.529
Cl -2.0080 -0.1936 1.3671 0.733 -1.690 -1.086
H -2.3073 -1.1604 -0.7567 0.014 0.071 -0.023
H -1.6676 -2.3247 0.4204 0.051 0.067 0.123
C -0.0098 -3.0310 -3.8986 0.143 0.036 -0.031
Cl -1.0129 -1.6562 -3.4284 -0.055 -0.129 -0.602
Cl -0.3892 -4.4673 -2.9388 0.031 -0.010 -0.023
H -0.1884 -3.2513 -4.9453 -0.111 -0.007 0.044
H 1.0327 -2.7734 -3.7453 -0.039 -0.010 0.130
C -5.0459 0.0428 -3.3109 -0.118 0.032 -0.184
Cl -4.0203 -0.8486 -4.4476 -0.317 0.258 0.105
Cl -4.4300 -0.0092 -1.6573 -0.068 0.075 0.064
H -5.0935 1.0785 -3.6273 0.101 -0.013 0.018
H -6.0376 -0.3946 -3.3226 0.060 -0.082 0.042
C -2.3609 -4.3873 -7.4176 -0.070 -0.055 -0.034
Cl -0.7156 -4.1562 -8.0231 0.007 -0.054 -0.024
Cl -2.7524 -3.2246 -6.1459 -0.041 -0.158 -0.058
H -3.0576 -4.2569 -8.2377 0.058 0.097 -0.004
H -2.4459 -5.3892 -7.0122 0.083 0.041 0.062
C -1.0343 -8.2591 -2.0495 -0.118 -0.080 0.002
Cl 0.5926 -8.0350 -2.7070 -0.023 -0.025 -0.017
Cl -1.3736 -7.1151 -0.7475 -0.041 -0.040 -0.003
H -1.7555 -8.1075 -2.8445 0.067 0.109 -0.010
H -1.1167 -9.2671 -1.6596 0.089 0.038 0.057
C 1.6636 4.9741 -0.6946 0.028 -0.034 -0.189
Cl 1.5472 5.4668 1.0066 0.725 0.216 -1.116
Cl 3.3353 4.9725 -1.2568 -0.045 -0.028 -0.032
H 1.2596 3.9722 -0.7921 0.091 -0.024 0.123
H 1.0908 5.6695 -1.2975 0.061 0.081 0.077
C 3.7774 -9.0356 -4.3610 -0.017 0.012 0.066
Cl 3.8597 -10.5695 -5.2350 -0.023 -0.037 0.062
Cl 4.2102 -7.6719 -5.3993 -0.012 0.052 0.058
H 2.7644 -8.8928 -4.0035 0.013 -0.038 -0.123
H 4.4671 -9.0717 -3.5255 0.066 -0.012 -0.084
C -5.5703 4.7233 1.2224 0.055 0.107 0.029
Cl -4.6331 3.2877 1.7086 -4.159 2.550 -3.376
Cl -6.8494 4.3083 0.0760 -0.001 0.061 0.005
H -6.0212 5.1608 2.1069 -0.032 -0.132 0.010
H -4.8998 5.4360 0.7552 0.004 -0.086 -0.067
```
Forces are in eV/Å.



No. 3
The following is a quantum chemistry calculation of a structure of composition C47H78N2OP2Pb, from the Open Molecules 2025 dataset.

Results
multiplicity	1
calculated total energy	-78844.902	eV
F_max	0.648	eV Å⁻¹
total charge	+2
HOMO energy	-11.71	eV

Geometry as XYZ:
```
131
Properties=species:S:1:pos:R:3:forces:R:3
Pb 0.0474 0.2583 -0.6601 0.266 -0.027 0.435
C 3.9984 1.3233 -0.7176 0.018 -0.048 -0.023
C 3.9141 -0.2047 -0.8272 0.003 0.079 0.018
C 5.2692 -0.8527 -0.5423 -0.010 0.043 -0.044
P 2.4289 -0.8210 0.0654 0.221 -0.061 0.060
C 2.3583 -2.6637 -0.1178 -0.125 0.061 -0.090
C 3.3197 -3.4459 0.7760 0.004 -0.057 0.011
C 0.9245 -3.1088 0.1897 0.061 -0.017 0.006
C 2.3499 -0.5469 1.8292 -0.072 0.019 -0.036
C 3.4491 -0.7907 2.6650 0.022 0.054 -0.136
C 3.3671 -0.7075 4.0381 0.105 -0.010 0.066
C 4.5556 -0.9683 4.9275 -0.075 0.039 -0.014
C 2.1202 -0.3728 4.5668 -0.122 0.070 0.051
C 1.0258 -0.1071 3.7701 -0.027 -0.053 0.054
C 1.0980 -0.1712 2.3656 0.101 0.226 0.031
N 0.0264 0.1796 1.5479 -0.286 -0.223 -0.035
C -1.0546 0.9305 2.0850 0.154 0.125 -0.061
C -1.9188 0.3772 3.0316 -0.110 -0.014 -0.031
C -2.9694 1.1046 3.5633 0.044 -0.048 0.026
C -3.2101 2.4186 3.1661 -0.096 0.061 0.049
C -4.3687 3.2040 3.7275 0.081 -0.082 -0.051
C -2.3785 2.9585 2.1965 0.060 0.040 -0.017
C -1.3108 2.2459 1.6428 0.086 -0.049 0.070
P -0.4151 2.8731 0.1822 -0.432 0.122 -0.467
C -1.8712 3.1545 -0.9864 0.068 -0.142 -0.139
C -2.9762 2.0968 -0.9276 -0.009 0.016 0.045
C -1.3691 3.2790 -2.4323 0.023 0.018 0.054
C 0.1882 4.6456 0.1738 0.075 -0.001 0.274
C 1.6509 4.9393 0.5021 -0.010 -0.029 -0.045
C -0.7138 5.6003 0.9624 0.129 0.017 0.004
H 4.5147 1.7307 -1.5877 0.024 -0.018 0.026
H 3.0179 1.8034 -0.6490 0.008 -0.003 0.018
H 4.5704 1.6050 0.1662 -0.052 -0.016 0.001
H 3.6352 -0.4635 -1.8568 0.011 0.032 -0.025
H 5.5855 -0.6973 0.4888 -0.002 -0.003 -0.010
H 5.2769 -1.9182 -0.7613 -0.003 -0.012 0.008
H 6.0184 -0.3844 -1.1843 -0.012 -0.011 0.022
H 2.5953 -2.8646 -1.1697 -0.037 0.023 -0.009
H 3.0323 -3.3499 1.8236 0.004 0.021 -0.013
H 3.2586 -4.5040 0.5106 0.020 0.020 0.022
H 4.3585 -3.1403 0.6801 -0.004 0.014 -0.014
H 0.6749 -2.8653 1.2259 -0.023 0.010 -0.018
H 0.1886 -2.6331 -0.4632 -0.013 -0.041 -0.038
H 0.8288 -4.1909 0.0711 0.006 0.025 0.011
H 4.4004 -1.0569 2.2200 -0.028 -0.061 -0.017
H 5.3732 -1.4277 4.3731 -0.003 0.004 -0.004
H 4.9325 -0.0439 5.3716 -0.014 0.002 -0.020
H 4.2913 -1.6329 5.7506 0.007 -0.010 -0.013
H 2.0039 -0.3123 5.6447 -0.009 -0.003 -0.023
H 0.0940 0.1755 4.2384 0.113 -0.022 0.047
H -1.7513 -0.6461 3.3490 -0.031 0.023 -0.021
H -3.6198 0.6430 4.2984 0.031 0.008 -0.003
H -4.5097 2.9950 4.7873 0.013 0.008 -0.001
H -4.2171 4.2756 3.6067 0.004 0.000 0.001
H -5.2969 2.9394 3.2170 -0.003 0.009 0.004
H -2.5785 3.9680 1.8566 -0.021 -0.050 -0.020
H -2.3240 4.1022 -0.6915 0.005 0.082 -0.010
H -2.6091 1.1079 -1.2135 0.006 -0.007 -0.030
H -3.4294 2.0128 0.0590 0.023 -0.009 -0.007
H -3.7643 2.3634 -1.6371 0.018 0.000 0.014
H -0.7788 2.4021 -2.7250 -0.052 0.009 -0.005
H -2.2137 3.3502 -3.1208 0.005 0.017 0.020
H -0.7502 4.1594 -2.5993 0.030 -0.021 0.006
H 0.0746 4.8477 -0.8926 -0.117 0.040 -0.030
H 1.8097 5.0286 1.5734 0.015 -0.059 0.006
H 2.3334 4.1856 0.1139 0.003 -0.028 0.016
H 1.9031 5.9019 0.0507 0.007 -0.033 -0.006
H -0.6884 5.3668 2.0283 0.006 -0.008 -0.011
H -0.3252 6.6138 0.8428 -0.020 -0.013 0.002
H -1.7495 5.6145 0.6271 -0.017 -0.037 -0.002
C -1.9107 -3.6396 -2.0374 -0.099 0.171 0.085
C -1.3938 -3.2489 -3.2189 0.049 0.104 -0.113
C -2.0424 -1.8029 -3.5395 0.184 -0.193 -0.237
C -2.8425 -1.5289 -2.4990 -0.252 -0.289 0.205
C -2.7993 -2.6226 -1.5487 0.045 0.143 -0.224
C -3.5863 -2.7037 -0.3173 0.023 0.117 0.278
C -2.7839 -3.3581 0.8209 0.006 -0.041 -0.040
C -4.7719 -3.6392 -0.7231 0.027 -0.040 -0.118
C -4.1300 -1.3457 0.1391 -0.009 -0.037 -0.050
C -1.8706 -0.8715 -4.7140 0.060 -0.002 -0.110
C -2.1377 -1.5844 -6.0519 0.004 -0.004 0.017
C -0.4547 -0.2409 -4.7101 0.071 -0.077 0.004
C -2.8808 0.2813 -4.6070 -0.023 -0.017 0.070
C -0.4675 -4.1103 -4.0273 0.002 -0.028 -0.144
C 0.6549 -3.3287 -4.7268 -0.020 -0.013 0.055
C -1.3494 -4.8455 -5.0734 -0.023 0.030 0.037
C 0.1965 -5.1744 -3.1381 -0.037 0.055 0.039
H -1.6921 -4.5576 -1.5218 -0.005 0.007 0.014
H -3.4801 -0.6709 -2.3883 0.064 0.053 0.039
H -2.4208 -4.3520 0.5584 -0.024 0.027 0.018
H -3.4346 -3.4596 1.6893 0.010 0.002 -0.001
H -1.9316 -2.7352 1.1031 -0.032 0.003 0.001
H -4.4245 -4.6303 -1.0144 -0.004 0.017 0.037
H -5.3592 -3.2167 -1.5393 0.007 0.010 0.037
H -5.4124 -3.7340 0.1542 0.009 0.012 0.003
H -3.3196 -0.6461 0.3606 -0.013 -0.030 0.019
H -4.7070 -1.4833 1.0535 0.008 0.006 -0.004
H -4.7925 -0.8970 -0.6027 0.015 -0.010 0.023
H -1.4213 -2.3708 -6.2712 -0.055 0.093 -0.007
H -2.0742 -0.8492 -6.8548 -0.006 -0.002 0.015
H -3.1418 -2.0142 -6.0707 0.021 0.025 -0.015
H 0.2944 -0.8849 -5.1619 -0.070 0.118 0.045
H -0.1154 0.0141 -3.7004 -0.128 0.010 -0.086
H -0.4935 0.6814 -5.2899 0.009 -0.001 -0.007
H -3.9094 -0.0801 -4.5507 0.027 0.004 -0.017
H -2.7954 0.8993 -5.5004 -0.001 0.006 0.020
H -2.6804 0.9203 -3.7445 -0.005 -0.020 -0.007
H 0.3042 -2.7533 -5.5782 0.047 -0.087 0.063
H 1.3889 -4.0411 -5.1015 -0.001 -0.009 -0.003
H 1.1671 -2.6567 -4.0332 0.001 -0.043 -0.027
H -2.0063 -4.1750 -5.6254 0.060 -0.066 0.021
H -1.9699 -5.5963 -4.5834 0.020 0.012 -0.010
H -0.6942 -5.3452 -5.7884 -0.012 -0.017 0.015
H 0.7632 -4.7161 -2.3237 0.003 -0.016 -0.042
H 0.8880 -5.7547 -3.7473 -0.008 -0.015 0.005
H -0.5229 -5.8758 -2.7157 -0.008 0.025 0.004
C 4.2545 2.8680 2.8500 -0.043 -0.006 0.053
N 3.1376 3.0202 3.7659 0.025 0.004 0.082
C 3.4515 3.3543 5.1510 -0.013 0.020 -0.088
C 1.8694 2.9391 3.3110 -0.049 -0.001 0.031
C 0.7779 3.2599 4.3028 -0.013 -0.060 0.058
O 1.6033 2.6370 2.1453 0.089 0.033 0.027
H 4.7402 3.8305 2.6681 0.012 -0.028 0.003
H 3.8769 2.4714 1.9151 -0.024 0.015 -0.004
H 4.9882 2.1783 3.2692 -0.002 -0.022 -0.005
H 4.4988 3.1232 5.3296 0.004 -0.010 0.003
H 2.8541 2.7658 5.8453 -0.001 -0.003 -0.004
H 3.2994 4.4142 5.3656 0.007 0.004 -0.009
H 0.9533 4.2201 4.7889 -0.017 0.002 0.009
H 0.7334 2.4968 5.0829 0.015 0.048 0.002
H -0.1769 3.2772 3.7848 0.031 0.003 -0.007
```
Forces are in eV/Å.



No. 4
The following is a quantum chemistry calculation of the molecule CH2O3S at a distorted geometry, from the Open Molecules 2025 dataset.

Results
multiplicity	1
calculated total energy	-18041.947	eV
F_max	6.721	eV Å⁻¹
HOMO energy	-9.80	eV

Geometry as XYZ:
```
7
Properties=species:S:1:pos:R:3:forces:R:3
C -0.4190 0.1782 -0.0119 0.583 2.577 -2.630
O 2.4620 1.2497 0.1104 -4.120 -5.257 0.576
O 0.1993 -0.5940 -0.9720 1.326 -0.016 0.161
O -1.3066 -0.4677 0.6792 -2.795 -1.393 1.353
S 1.2868 -0.2721 0.3534 3.708 5.426 -1.404
H -0.7049 1.2564 -0.4525 0.882 -2.206 1.668
H -1.5176 -1.3505 0.2934 0.417 0.869 0.275
```
Forces are in eV/Å.



Please write out number 1 again, unchanged.
The following is a quantum chemistry calculation of a cluster of 2 separate species, C6H13Cl2O4PS in total at a distorted geometry, from the Open Molecules 2025 dataset.

Results
multiplicity	1
calculated total energy	-59790.458	eV
F_max	1.445	eV Å⁻¹
HOMO energy	-8.88	eV

Geometry as XYZ:
```
27
Properties=species:S:1:pos:R:3:forces:R:3
C 0.4616 -3.6327 1.7824 -0.116 -0.151 -0.125
C 0.8986 -2.2093 1.7185 0.032 0.049 0.052
Cl 1.8075 -1.6374 3.0730 0.070 0.061 0.155
C 0.6251 -1.3431 0.7481 -0.041 -0.069 0.024
Cl -0.3131 -1.8233 -0.6205 -0.157 -0.022 -0.176
O 1.0115 -0.0423 0.7383 0.336 -0.073 -0.025
S 2.6046 0.1239 0.1370 0.146 0.350 0.042
O 2.4788 0.1245 -1.2994 -0.094 -0.083 0.113
O 2.7776 1.6399 0.6384 -0.648 -0.718 -0.525
P 1.9290 3.0022 0.0298 0.550 1.065 0.806
C 2.2501 3.0731 -1.7601 -0.109 -0.366 -0.351
C 0.1582 2.6292 0.1497 -0.079 -0.049 -0.192
H 1.1421 -4.2079 2.4039 0.025 0.007 0.023
H 0.4311 -4.0803 0.7904 0.023 0.046 -0.016
H -0.5412 -3.7125 2.2070 0.012 0.033 0.068
H 1.4366 2.6924 -2.3782 -0.029 -0.036 0.061
H 3.1378 2.5006 -2.0197 0.101 0.079 0.072
H 2.4282 4.1200 -1.9958 0.008 0.062 -0.058
H -0.2553 1.9673 -0.6082 0.052 -0.159 0.051
H -0.0558 2.2671 1.1513 -0.088 -0.055 0.021
H -0.3098 3.6119 0.0489 -0.036 0.020 -0.028
C -4.0414 -0.5130 -0.9770 0.071 -0.139 0.075
O -4.4594 -1.6236 -0.1931 -0.009 0.070 -0.053
H -4.8305 0.2332 -0.9306 -0.029 -0.007 0.019
H -3.1188 -0.0771 -0.5840 -0.003 0.055 -0.046
H -3.8875 -0.7956 -2.0220 0.004 0.047 -0.016
H -3.7654 -2.2872 -0.2278 0.008 -0.017 0.028
```
Forces are in eV/Å.